# C31H45BrCdN2P2

C31H45BrCdN2P2 as an isolated structure at a distorted geometry (ωB97M-V with the def2-TZVPD basis set, the OMol25 dataset).

Structure (XYZ):
```
82
Properties=species:S:1:pos:R:3
C 2.472 4.814 -1.021
C 1.355 4.361 -1.829
C 1.597 4.009 -3.187
C 2.937 3.724 -3.546
N 3.973 3.851 -2.682
C 3.754 4.436 -1.490
C 0.105 4.069 -1.231
C -0.747 3.880 -0.335
C -1.712 2.953 0.330
C -1.144 2.127 1.341
C -1.992 1.515 2.281
C -3.187 1.282 1.667
C -3.880 1.819 0.603
C -3.067 2.789 -0.025
Cd -2.817 -0.761 1.316
P 1.501 -0.789 0.192
H 0.771 3.759 -3.899
H 2.341 5.221 0.002
H 3.207 3.287 -4.542
H 4.695 4.521 -0.884
H -3.527 3.419 -0.769
H -0.065 2.149 1.477
H -4.857 1.493 0.266
H -1.771 1.127 3.272
C 2.387 -2.396 0.229
C 3.491 -2.677 -0.786
H 1.594 -3.152 0.118
H 2.785 -2.489 1.250
H 3.872 -3.690 -0.602
H 3.144 -2.674 -1.831
H 4.359 -2.016 -0.647
C 1.608 -0.270 -1.606
C 2.904 0.296 -2.149
H 0.788 0.463 -1.701
H 1.310 -1.167 -2.177
H 2.724 0.579 -3.189
H 3.237 1.212 -1.645
H 3.701 -0.455 -2.179
C 2.672 0.356 1.084
C 4.168 0.077 0.943
H 2.354 0.309 2.143
H 2.426 1.372 0.729
H 4.703 0.838 1.522
H 4.482 -0.895 1.359
H 4.508 0.196 -0.098
Br -4.751 -1.939 2.332
P -2.070 -2.107 -1.327
C -0.912 -2.949 -2.492
C -1.338 -4.194 -3.262
H -0.066 -3.222 -1.842
H -0.570 -2.154 -3.166
H -0.525 -4.521 -3.917
H -1.552 -5.065 -2.632
H -2.208 -3.984 -3.890
C -3.269 -3.475 -1.030
C -4.594 -3.529 -1.781
H -3.506 -3.357 0.036
H -2.709 -4.414 -1.158
H -5.240 -4.276 -1.305
H -5.196 -2.613 -1.764
H -4.443 -3.820 -2.825
C -3.053 -0.861 -2.253
C -3.398 -0.989 -3.726
H -2.431 0.041 -2.147
H -3.974 -0.719 -1.667
H -3.848 -0.048 -4.066
H -2.522 -1.148 -4.359
H -4.138 -1.767 -3.927
N 0.737 2.412 3.917
C 0.412 1.281 4.699
C 1.411 0.322 4.999
C 1.127 -0.666 5.972
C -0.132 -0.734 6.592
C -1.170 0.091 6.147
C -0.891 1.154 5.271
H 1.585 2.353 3.374
H -0.034 2.790 3.400
H 2.391 0.380 4.517
H 1.897 -1.421 6.183
H -0.293 -1.532 7.341
H -2.188 -0.085 6.527
H -1.697 1.897 5.151
```

Largest force on an atom = 0.0768 hartree/bohr
Total charge = +2
Relative energy (zero: lowest compared OMol25 entry of this formula, charge and spin) = 653.3 kJ/mol
Electronic energy = -4741.39533 a.u.